No. 1
Below is 2 unconnected molecules or ions with the total composition C6H12O, with properties calculated with ωB97M-V with the def2-TZVPD basis set.

## Properties
E_HOMO in eV: -10.0
Energy relative to the best compared isomer or geometry (same formula, charge and spin) in eV: 2.106
SMILES: C=CCCO.C=C
Electronic energy in eV: -8462.248
LUMO in eV: 1.076

Structure (XYZ):
```
19
Properties=species:S:1:pos:R:3:forces:R:3
C -2.17863 0.56322 1.42850 -0.014 0.105 -0.116
C -2.30979 1.30544 0.33458 0.015 -0.073 0.144
C 0.51927 0.05985 -1.40678 0.122 0.163 0.016
C 1.22297 1.14825 -1.09564 -0.085 -0.160 -0.033
C 0.33419 -1.16868 -0.55354 0.041 0.001 0.003
C 1.20158 -1.21541 0.69869 -0.372 0.006 0.116
O 2.57977 -1.33519 0.41024 0.145 0.148 -0.163
H -0.72529 -1.22875 -0.26738 0.157 -0.013 -0.034
H -3.03835 0.16340 1.95995 0.093 0.069 -0.082
H -1.19945 0.32752 1.84133 -0.160 0.054 -0.076
H -1.44204 1.69542 -0.19170 -0.148 -0.057 0.102
H -3.28587 1.54676 -0.07905 0.113 -0.053 0.083
H 0.00176 0.03745 -2.36665 0.096 0.008 0.117
H 1.28283 1.99333 -1.77582 -0.016 -0.142 0.079
H 1.75261 1.25410 -0.14995 -0.094 -0.023 -0.114
H 0.54536 -2.05938 -1.15983 -0.040 0.109 0.059
H 1.00126 -0.33004 1.32608 0.086 -0.134 -0.100
H 0.94109 -2.09579 1.29419 0.017 0.119 -0.081
H 2.79671 -0.66149 -0.24723 0.046 -0.128 0.081
```
Positions in Å, forces in eV/Å.

Listed below, in e, are the Mulliken charges computed for each atom:
1 C -0.45
2 C -0.39
3 C -0.14
4 C -0.85
5 C -0.30
6 C -0.72
7 O -0.53
8 H 0.33
9 H 0.22
10 H 0.20
11 H 0.22
12 H 0.22
13 H 0.31
14 H 0.28
15 H 0.25
16 H 0.32
17 H 0.29
18 H 0.36
19 H 0.38

=====

No. 2
Below is a gas-phase ion, C6H12O (charge +1) in a non-equilibrium geometry, with properties calculated with ωB97M-V with the def2-TZVPD basis set.

## Properties
E_HOMO (alpha / beta) in eV: -14.1 / -14.0
Spin multiplicity: 2
Energy relative to the best compared isomer or geometry (same formula, charge and spin) in eV: 0.955
Electronic energy in eV: -8454.093
LUMO (alpha / beta) in eV: -5.042 / -8.356
Net charge: +1

Structure (XYZ):
```
19
Properties=species:S:1:pos:R:3:forces:R:3
C -0.75073 -1.33068 -1.07403 -0.490 -0.605 0.300
O -1.41836 -2.57993 -1.09663 -0.144 0.195 -0.325
C -1.32668 -0.37222 -0.01950 0.245 0.285 -0.531
C -0.40372 -0.15064 1.23947 -0.714 -0.803 -0.154
C 0.39167 1.05018 1.05062 0.067 -0.091 0.557
C 1.29507 1.25359 -0.00088 0.129 0.073 0.169
C 2.28542 2.33995 0.04219 -0.272 0.011 -0.948
H -0.89454 -0.93366 -2.07627 0.132 0.074 -0.017
H 0.30837 -1.51327 -0.89467 0.339 0.173 -0.083
H -1.54504 -2.95516 -0.22272 0.173 0.021 0.210
H -2.30300 -0.74761 0.29619 0.146 0.035 0.201
H -1.52838 0.59807 -0.48714 -0.070 -0.082 0.095
H 0.22434 -1.04776 1.37444 0.030 0.205 -0.215
H -1.02944 -0.09781 2.12259 0.109 0.288 0.212
H 0.28841 1.81848 1.81904 0.142 0.138 -0.287
H 1.25361 0.58583 -0.86268 0.038 0.049 0.180
H 1.77437 3.25788 0.35097 0.234 0.000 0.311
H 3.12264 2.12127 0.71669 -0.165 0.033 0.187
H 2.70734 2.49367 -0.95256 0.071 0.002 0.136
```
Positions in Å, forces in eV/Å.

Listed below, in e, are the Mulliken charges computed for each atom:
1 C -0.39
2 O -0.53
3 C -0.77
4 C -0.56
5 C -0.09
6 C 0.27
7 C -1.15
8 H 0.29
9 H 0.33
10 H 0.29
11 H 0.41
12 H 0.41
13 H 0.36
14 H 0.36
15 H 0.37
16 H 0.32
17 H 0.37
18 H 0.34
19 H 0.36

=====

No. 3
Below is a gas-phase ion, C6H12O (charge +1) in a non-equilibrium geometry, with properties calculated with ωB97M-V with the def2-TZVPD basis set.

## Properties
E_HOMO (alpha / beta) in eV: -15.4 / -15.5
Spin multiplicity: 2
Energy relative to the best compared isomer or geometry (same formula, charge and spin) in eV: 1.988
Electronic energy in eV: -8453.060
LUMO (alpha / beta) in eV: -4.964 / -8.339
Net charge: +1

Structure (XYZ):
```
19
Properties=species:S:1:pos:R:3:forces:R:3
C -2.71564 0.17661 1.34002 2.758 -2.907 -1.251
C -2.38502 -0.27476 -0.16111 1.616 -0.506 2.586
C -1.14781 0.59891 -0.75190 -0.460 0.079 -1.149
C 2.58544 -0.25419 -0.47298 0.581 -0.201 1.489
O 2.50814 0.21924 0.90056 0.091 -0.421 -1.090
C 1.19451 -0.39930 -1.02819 2.040 0.790 -0.875
C 0.13360 -0.04664 -0.23415 -2.743 1.128 0.733
H -1.75280 0.55239 1.67287 -0.068 0.558 0.521
H -3.44737 0.88216 1.42873 -1.869 1.897 0.166
H -2.88682 -0.69090 2.01706 -0.321 0.537 -0.736
H -3.22917 -0.28101 -0.83573 0.040 0.040 -0.254
H -1.97060 -1.32569 0.00302 -0.805 1.097 -0.836
H -1.23225 0.54689 -1.89328 0.516 0.236 1.561
H -1.18665 1.72779 -0.44292 0.006 -2.072 -0.302
H 3.04650 -1.30469 -0.43070 -0.341 1.112 -0.599
H 3.31094 0.45492 -1.07275 -1.640 -1.418 1.016
H 2.02591 -0.44619 1.42748 0.682 0.308 -0.183
H 1.14792 -0.55228 -2.11761 -0.460 -0.179 0.530
H 0.11883 -0.12114 0.88929 0.379 -0.077 -1.326
```
Positions in Å, forces in eV/Å.

Listed below, in e, are the Mulliken charges computed for each atom:
1 C -1.08
2 C -0.46
3 C -0.46
4 C -0.33
5 O -0.51
6 C -0.08
7 C 0.05
8 H 0.28
9 H 0.37
10 H 0.31
11 H 0.41
12 H 0.30
13 H 0.34
14 H 0.35
15 H 0.31
16 H 0.36
17 H 0.33
18 H 0.38
19 H 0.13

=====

No. 4
Below is 3 unconnected molecules or ions with the total composition C6H12O12S3 in a non-equilibrium geometry, with properties calculated with ωB97M-V with the def2-TZVPD basis set.

## Properties
E_HOMO in eV: -10.8
Energy relative to the best compared isomer or geometry (same formula, charge and spin) in eV: 0.780
SMILES: O=S1(=O)OCCO1.O=S1(=O)OCCO1.O=S1(=O)OCCO1
Electronic energy in eV: -63489.024
LUMO in eV: 0.147

Structure (XYZ):
```
33
Properties=species:S:1:pos:R:3:forces:R:3
C 2.14905 3.07060 4.48407 0.027 0.409 0.645
C 1.65164 1.62382 4.37335 1.183 0.146 0.281
O 0.26601 1.65011 4.66512 -0.612 1.025 0.162
S -0.27110 3.17929 4.84143 -0.602 -0.599 -0.718
O -0.34426 3.48817 6.23592 0.389 -0.079 -0.690
O -1.40632 3.38242 3.99982 0.736 -0.079 0.597
O 0.99551 3.85620 4.12314 -0.115 -0.064 0.564
H 2.99982 3.40767 3.89834 -0.281 -0.405 -0.620
H 2.46096 3.29660 5.51009 -0.446 0.001 0.084
H 2.15368 1.04597 5.15140 -0.061 -0.254 -0.251
H 1.83310 1.19605 3.39127 -0.216 -0.084 -0.014
C 0.22912 -1.96586 -0.52677 0.332 -0.509 0.584
C 0.98042 -0.64357 -0.80218 0.779 -0.332 -1.116
O 0.71320 0.23585 0.27993 -0.306 0.017 0.329
S 0.06388 -0.54559 1.52284 -0.174 0.944 0.167
O -0.97789 0.25499 2.06683 0.448 -0.470 -0.311
O 1.08971 -1.04909 2.37727 -0.015 -0.016 -0.338
O -0.54708 -1.69691 0.64876 -0.484 -0.524 0.091
H 0.92852 -2.78242 -0.32628 0.087 0.205 0.239
H -0.47450 -2.39462 -1.23623 -0.015 0.734 -0.397
H 0.75195 -0.18047 -1.76259 -0.615 0.198 0.280
H 2.05815 -0.80435 -0.87280 -0.027 -0.245 0.342
C -2.65950 -1.46393 -4.32755 0.480 0.250 0.215
C -1.83341 -2.71535 -4.55941 0.103 0.561 0.012
O -0.91901 -2.25661 -5.57885 -0.067 -0.234 -0.355
S -0.44015 -0.77970 -5.24764 0.095 0.247 0.586
O -0.55592 0.02528 -6.41082 -0.226 -0.245 0.260
O 0.79554 -0.82572 -4.53812 -0.297 0.083 0.056
O -1.61257 -0.46954 -4.16155 0.435 -0.081 -0.721
H -3.23539 -1.44626 -3.40770 -0.103 -0.087 -0.063
H -3.24330 -1.18504 -5.20363 -0.227 -0.175 0.074
H -2.37262 -3.57932 -4.92981 0.056 -0.016 -0.076
H -1.22723 -2.92868 -3.67769 -0.260 -0.319 0.102
```
Positions in Å, forces in eV/Å.

Listed below, in e, are the Mulliken charges computed for each atom:
1 C -0.35
2 C -0.11
3 O -0.22
4 S 1.09
5 O -0.55
6 O -0.53
7 O -0.33
8 H 0.33
9 H 0.27
10 H 0.25
11 H 0.15
12 C -0.09
13 C -0.09
14 O -0.34
15 S 1.18
16 O -0.50
17 O -0.56
18 O -0.40
19 H 0.28
20 H 0.04
21 H 0.18
22 H 0.28
23 C -0.31
24 C -0.11
25 O -0.32
26 S 1.10
27 O -0.54
28 O -0.52
29 O -0.30
30 H 0.31
31 H 0.29
32 H 0.32
33 H 0.10

=====

No. 5
Below is 2 unconnected molecules or ions with the total composition C6H12O2 in a non-equilibrium geometry, with properties calculated with ωB97M-V with the def2-TZVPD basis set.

## Properties
E_HOMO (alpha / beta) in eV: 0.1 / -3.4
Spin multiplicity: 2
Energy relative to the best compared isomer or geometry (same formula, charge and spin) in eV: 0.321
Electronic energy in eV: -10509.936
LUMO (alpha / beta) in eV: 4.027 / 3.960
Net charge: -1

Structure (XYZ):
```
20
Properties=species:S:1:pos:R:3:forces:R:3
O -0.75951 -1.75269 -0.59539 -0.269 -0.041 0.028
C 0.50165 -1.44470 -0.64531 0.108 -0.239 0.067
C 1.26167 -0.92900 0.55620 0.057 -0.582 -0.414
C 1.72545 0.52935 0.41887 -0.214 0.848 0.735
C 0.71168 1.40804 -0.24673 -1.136 -0.020 -0.814
C 0.89687 1.98295 -1.43849 0.919 0.342 0.293
C -0.65697 1.53403 0.38613 -0.450 0.009 -0.449
H 1.01573 -1.36877 -1.62072 -0.034 0.006 0.147
H 0.64735 -1.05422 1.44743 -0.360 0.167 -0.021
H 2.14586 -1.55843 0.77535 0.127 0.223 -0.084
H 2.67901 0.64932 -0.07735 0.272 -0.255 -0.372
H 1.87047 0.95965 1.42146 0.175 -0.093 0.165
H 0.17497 2.58112 -1.98444 -0.263 -0.062 0.350
H 1.87929 1.97231 -1.89587 0.063 -0.336 -0.153
H -1.36675 0.77763 0.03581 0.461 -0.450 0.114
H -1.12295 2.46084 0.03194 0.180 0.158 0.428
H -0.65858 1.47050 1.47590 0.118 0.170 -0.026
H -2.77317 -1.47041 1.92804 0.356 -0.246 -0.450
H -2.56817 -1.59170 0.35445 0.871 0.094 0.406
O -3.01688 -1.11078 1.07166 -0.981 0.308 0.048
```
Positions in Å, forces in eV/Å.

Listed below, in e, are the Mulliken charges computed for each atom:
1 O -0.66
2 C -0.66
3 C -0.43
4 C -0.98
5 C 1.05
6 C -1.00
7 C -1.39
8 H 0.33
9 H 0.26
10 H 0.33
11 H 0.32
12 H 0.33
13 H 0.29
14 H 0.27
15 H 0.26
16 H 0.41
17 H 0.28
18 H 0.28
19 H 0.36
20 O -0.65